Entry 1:
The following is a quantum chemistry calculation of 3 unconnected molecules or ions with the total composition C21H49BrN3O5P2 at a distorted geometry, from the Open Molecules 2025 dataset.

Cartesian coordinates (Å):
C 0.04423 3.87899 -1.36218
C 0.99158 4.56646 -2.30896
C 1.01474 6.08532 -2.30033
Br -0.72269 6.91976 -2.11794
C 1.66245 6.49448 -3.64049
C 1.92291 5.17662 -4.35814
N 1.03024 4.09333 -3.74845
C -0.26971 4.18623 -4.52712
C -1.40040 3.22999 -4.13220
C -2.66951 3.96614 -3.65672
C -3.42715 3.32416 -2.51004
O -4.59276 3.58548 -2.29739
O -2.72557 2.48799 -1.65251
P 2.03306 2.60321 -4.09181
P 0.73093 0.85930 -3.91969
O -0.20066 0.80621 -5.02897
O 1.76231 -0.34786 -4.01444
O -0.00676 0.73098 -2.50148
H 0.45336 3.93712 -0.36327
H -0.12650 2.83771 -1.59113
H -0.91845 4.36429 -1.31957
H 1.97717 4.30397 -1.93542
H 1.67538 6.38999 -1.50736
H 1.00641 7.09652 -4.25178
H 2.56902 7.04598 -3.46502
H 1.95253 5.17218 -5.43554
H 2.94698 4.90738 -4.09246
H -0.03105 4.05772 -5.57152
H -0.58841 5.21329 -4.41451
H -1.11041 2.52830 -3.37002
H -1.66968 2.68416 -5.01993
H -2.44269 4.98036 -3.34532
H -3.39371 4.04835 -4.45121
H -2.47227 1.70448 -2.15155
H 2.88071 2.55213 -2.96563
H 2.21848 -0.50886 -3.17819
H 0.61273 0.66568 -1.76588
C -0.92340 -5.52069 1.06522
C -0.80738 -4.92265 -0.32779
N -1.31138 -3.56468 -0.40793
C -1.49568 -3.09252 -1.76629
C -0.25222 -2.94626 -2.65139
C -0.72057 -2.61323 0.51212
C 0.80158 -2.40690 0.46310
H -1.94552 -5.44889 1.43758
H -0.64843 -6.57499 1.03735
H -0.26028 -5.03150 1.78105
H -1.39800 -5.53850 -1.00978
H 0.23864 -5.00356 -0.66521
H -2.02102 -2.13343 -1.72847
H -2.18677 -3.77774 -2.26499
H 0.35065 -2.08816 -2.35697
H -0.55600 -2.78291 -3.68738
H 0.37680 -3.83624 -2.63366
H -0.98557 -2.91326 1.52944
H -1.21808 -1.64969 0.37139
H 1.34977 -3.34854 0.43331
H 1.12665 -1.87012 1.35796
H 1.10499 -1.80673 -0.39793
C -0.64656 -4.79884 5.42230
C 0.24831 -3.65721 4.96658
N -0.17500 -2.36206 5.46068
C 0.47864 -1.24903 4.80291
C 1.99602 -1.09742 4.97704
C -0.31337 -2.25588 6.90344
C 0.90912 -2.58025 7.77150
H -1.69002 -4.60111 5.17458
H -0.34976 -5.72169 4.92270
H -0.57381 -4.97331 6.49598
H 0.22172 -3.62601 3.87232
H 1.28898 -3.89016 5.24361
H -0.00761 -0.32221 5.11937
H 0.27083 -1.32889 3.72897
H 2.25962 -0.74327 5.97175
H 2.37448 -0.35937 4.26508
H 2.52594 -2.03170 4.79042
H -1.12976 -2.91391 7.21062
H -0.66614 -1.24928 7.13880
H 1.40000 -3.50460 7.46472
H 0.59503 -2.70967 8.80852
H 1.64775 -1.78046 7.76154

Properties
**Molar mass**: 565.491 g/mol
**Strongest force on any atom**: 2.170 eV/A
**Total charge**: +1
**HOMO energy**: -9.56 eV
**Gap between HOMO and LUMO**: 6.0 eV
**Calculated total energy**: -125893.95573 eV

Quick look at the Mulliken charges, all values in e: -1.253 0.022 -0.168 -0.052 -0.946 -0.680 0.441 -1.044 0.264 -0.590 0.345 -0.540 -0.420 -0.196 1.039 -0.639 -0.498 -0.354 0.467 0.073 0.328 0.514 0.596 0.330 0.332 0.551 0.514 0.364 0.658 -0.752 0.672 0.176 0.448 0.297 0.077 0.354 0.261 -1.419 -0.335 0.187 -0.816 -0.671 -0.714 -0.779 0.337 0.469 0.172 0.492 0.255 0.376 0.396 -0.109 0.412 0.373 0.311 0.298 0.263 0.355 0.141 -1.592 0.101 0.111 -0.367 -1.124 -0.710 -0.939 0.340 0.448 0.382 0.093 0.220 0.367 0.036 0.337 0.428 0.253 0.387 0.354 0.255 0.373 0.260



Entry 2:
The following is a quantum chemistry calculation of 7 unconnected molecules or ions with the total composition C21H49BrN7O6 at a distorted geometry, from the Open Molecules 2025 dataset.

Cartesian coordinates (Å):
C -1.31216 -1.40179 -1.72329
C -2.64068 -0.39034 -1.63062
C -3.81564 -0.99855 -0.66156
N -5.19162 -1.06769 -1.28567
Br -5.20224 -2.02293 -2.89698
H -0.53961 -1.05248 -0.89677
H -1.63549 -2.51211 -1.47335
H -0.78542 -1.36195 -2.76824
H -2.98599 -0.10033 -2.71118
H -2.24285 0.62052 -1.13633
H -3.87932 -0.27098 0.28237
H -3.43092 -2.03474 -0.22603
C 1.88941 0.85354 1.71156
C 1.99371 -0.41509 0.91138
O 1.90875 -0.42352 -0.31384
N 2.18894 -1.58192 1.58822
C 2.31379 -1.77723 3.01401
H 1.73488 1.70057 1.03756
H 1.03715 0.79539 2.39443
H 2.81513 1.02034 2.26950
H 2.24913 -2.39343 0.98327
H 3.28573 -2.23589 3.20886
H 1.52211 -2.45904 3.33269
H 2.23441 -0.84199 3.56982
C -7.24511 -4.13112 -5.31916
C -7.60654 -4.37021 -6.75889
O -6.87337 -4.99409 -7.52157
N -8.79091 -3.86951 -7.21084
C -9.78058 -3.11619 -6.47620
H -6.27521 -4.58777 -5.10384
H -7.17191 -3.05719 -5.12585
H -7.99426 -4.58663 -4.66544
H -8.96598 -4.06995 -8.18927
H -10.72259 -3.66770 -6.51441
H -9.90685 -2.15066 -6.97117
H -9.49353 -2.95724 -5.43590
C 5.26928 3.19567 2.19509
C 4.69504 2.59354 3.44741
O 3.99866 1.58208 3.42609
N 4.96907 3.20644 4.63356
C 5.76009 4.39295 4.86399
H 4.96667 2.59989 1.32959
H 4.89171 4.21352 2.06296
H 6.36163 3.19747 2.24847
H 4.54890 2.74438 5.43238
H 6.58097 4.12751 5.53386
H 5.12287 5.13529 5.34987
H 6.16399 4.80874 3.93993
C -6.76892 -3.55639 -10.61241
C -7.38622 -2.22707 -10.27703
O -8.47514 -2.13527 -9.71644
N -6.69756 -1.10052 -10.61514
C -5.41510 -1.00121 -11.27246
H -7.43127 -4.36176 -10.28335
H -6.63158 -3.64215 -11.69399
H -5.81089 -3.66418 -10.09605
H -7.17521 -0.24385 -10.35798
H -4.73734 -0.45656 -10.61140
H -5.55147 -0.43469 -12.19639
H -4.99039 -1.97887 -11.50418
C 4.44549 -5.98545 5.07568
C 4.70135 -4.59049 4.57646
O 4.77419 -4.32833 3.37879
N 4.85420 -3.60032 5.50053
C 4.80323 -3.70666 6.94023
H 4.34517 -6.66637 4.22603
H 5.28485 -6.32182 5.69080
H 3.51578 -6.01154 5.65104
H 5.02329 -2.68870 5.09005
H 4.00494 -3.05357 7.29968
H 5.75972 -3.36130 7.33904
H 4.61669 -4.72799 7.27487
C 6.73453 8.32853 8.07548
C 6.37311 8.08943 6.63576
O 7.10628 7.46556 5.87308
N 5.18873 8.59013 6.18380
C 4.19907 9.34345 6.91844
H 7.70444 7.87187 8.29081
H 6.80773 9.40245 8.26879
H 5.98538 7.87301 8.72921
H 5.01366 8.38969 5.20538
H 3.25705 8.79194 6.88024
H 4.07280 10.30898 6.42347
H 4.48612 9.50240 7.95874

Properties
**Molar mass**: 575.570 g/mol
**Strongest force on any atom**: 2.849 eV/A
**Total charge**: -1
**HOMO energy**: -1.68 eV
**Gap between HOMO and LUMO**: 3.0 eV
**Calculated total energy**: -115329.32850 eV

Quick look at the Mulliken charges, all values in e: -0.614 -0.361 -0.412 -0.565 -0.374 0.020 0.250 0.242 0.229 0.207 0.228 0.185 -0.920 0.717 -0.669 -0.106 -0.830 0.305 0.350 0.134 0.229 0.246 0.300 0.278 -1.280 0.849 -0.680 -0.109 -0.930 0.351 0.291 0.335 0.219 0.297 0.268 0.361 -1.292 0.792 -0.715 -0.114 -0.834 0.279 0.368 0.369 0.238 0.253 0.262 0.298 -1.236 0.739 -0.659 -0.162 -0.821 0.216 0.445 0.350 0.241 0.283 0.278 0.321 -1.308 0.866 -0.640 -0.127 -0.857 0.299 0.362 0.340 0.216 0.286 0.292 0.318 -1.296 0.829 -0.646 -0.165 -0.829 0.300 0.363 0.341 0.235 0.283 0.283 0.320



- What is the molar mass in the first record?
  565.491 g/mol